No. 1
C5H9NO | wB97M-V/def2-TZVPD

## Properties
Orbital gap: 10.70 eV
LUMO energy: 1.06 eV
Energy above the lowest of the compared OMol25 structures with the same formula, charge and spin: 45.0 kcal per mole
SMILES: C[C@H]1N[C@H]1CC=O

Last column: natural (NBO) charge in e.
Positions of all 16 atoms, in Å:
C1 -0.01948 -1.66999 0.78502  -0.622
C2 0.93761 -0.50868 0.70127  -0.068
N1 1.68181 -0.32535 -0.54532  -0.601
C3 0.70861 0.68911 -0.13802  -0.082
C4 -0.49655 0.85179 -1.02996  -0.531
C5 -1.75133 1.25014 -0.29705  0.448
O1 -1.83291 1.39211 0.89988  -0.523
H1 -0.50649 -1.85336 -0.17718  0.209
H2 0.51132 -2.58655 1.06441  0.216
H3 -0.78857 -1.46992 1.53817  0.222
H4 1.48045 -0.31442 1.62769  0.193
H5 2.63222 -0.01614 -0.36389  0.355
H6 1.09552 1.62479 0.26608  0.200
H7 -0.70209 -0.07909 -1.57454  0.245
H8 -0.31036 1.60467 -1.80977  0.235
H9 -2.63975 1.41087 -0.94678  0.105

No. 2
C5H9NO | wB97M-V/def2-TZVPD

## Properties
Orbital gap: 10.28 eV
LUMO energy: 0.92 eV
Energy above the lowest of the compared OMol25 structures with the same formula, charge and spin: 21.8 kcal per mole
SMILES: C[C@H]1CN(C)C1=O

Last column: natural (NBO) charge in e.
Positions of all 16 atoms, in Å:
C1 2.17642 -0.29142 0.23203  -0.606
C2 1.02497 0.51904 -0.33875  -0.309
C3 -0.10044 -0.25117 -1.08051  -0.194
N1 -1.03384 0.25638 -0.07688  -0.427
C4 -2.33984 -0.18781 0.33622  -0.418
C5 -0.07211 0.86626 0.67976  0.687
O1 -0.12119 1.39014 1.76799  -0.602
H1 1.80676 -1.17936 0.75799  0.208
H2 2.73959 0.31093 0.95144  0.228
H3 2.86182 -0.62070 -0.55562  0.212
H4 1.38291 1.39581 -0.88725  0.222
H5 -0.31707 0.06532 -2.10676  0.190
H6 0.01363 -1.34320 -1.04825  0.182
H7 -2.34872 -0.24495 1.42889  0.223
H8 -3.13203 0.49639 0.01580  0.202
H9 -2.54087 -1.18167 -0.07610  0.202

No. 3
C5H9NO | wB97M-V/def2-TZVPD

## Properties
Orbital gap: 10.65 eV
LUMO energy: 0.92 eV
Energy above the lowest of the compared OMol25 structures with the same formula, charge and spin: 19.3 kcal per mole
SMILES: [H]/N=C1/CCCCO1

Last column: natural (NBO) charge in e.
Positions of all 16 atoms, in Å:
H1 -2.03178 -1.47163 2.06990  0.344
N1 -2.20589 -1.09351 1.13688  -0.688
C1 -1.13038 -0.62319 0.66264  0.568
C2 -1.10090 -0.10072 -0.75988  -0.492
C3 0.08519 0.79931 -1.10398  -0.398
C4 1.35009 0.21063 -0.48972  -0.432
C5 1.16116 0.10192 1.01152  -0.061
O1 0.03127 -0.69561 1.37272  -0.521
H2 -1.06793 -0.98987 -1.40255  0.229
H3 -2.06252 0.38203 -0.95054  0.244
H4 -0.07121 1.81377 -0.71409  0.200
H5 0.17684 0.88750 -2.19182  0.215
H6 1.54334 -0.78668 -0.90582  0.205
H7 2.22839 0.83213 -0.69722  0.220
H8 1.04585 1.10384 1.45054  0.170
H9 2.01279 -0.38229 1.49617  0.197

No. 4
C5H9NO | wB97M-V/def2-TZVPD

## Properties
Orbital gap: 9.44 eV
LUMO energy: 0.44 eV
Energy above the lowest of the compared OMol25 structures with the same formula, charge and spin: 130.8 kcal per mole

Last column: natural (NBO) charge in e.
Positions of all 16 atoms, in Å:
C1 -0.40597 0.24907 2.11218  -0.613
C2 -0.19955 -0.42440 0.62764  -0.303
C3 -1.48285 -0.75364 -0.26667  0.440
C4 1.07459 0.33715 -0.29718  -0.062
C5 1.34819 0.00182 -1.76009  -0.273
H1 -1.40432 -0.39612 2.29709  0.198
H2 -0.86178 1.22864 2.04131  0.220
H3 0.14948 0.07119 2.99797  0.232
H4 0.27723 -1.28983 0.90536  0.200
H5 -1.96081 -2.02132 -0.17406  0.132
H6 1.79888 0.69945 0.37794  0.204
H7 0.43676 -0.67009 -2.16894  0.185
H8 2.34874 -0.00856 -2.26765  0.212
H9 -0.19224 1.50088 -1.86519  0.388
N1 0.80856 1.33122 -1.48327  -0.627
O1 -1.73492 0.14452 -1.07646  -0.534

No. 5
C5H9NO | wB97M-V/def2-TZVPD

## Properties
Orbital gap: 10.64 eV
LUMO energy: 0.99 eV
Energy above the lowest of the compared OMol25 structures with the same formula, charge and spin: 77.1 kcal per mole

Last column: natural (NBO) charge in e.
Positions of all 16 atoms, in Å:
C1 1.25050 1.60908 -0.22072  -0.612
C2 0.11311 0.69158 -0.61262  -0.238
C3 0.35121 -0.81626 -0.94697  -0.381
C4 -1.06972 -1.12849 -0.40476  -0.458
C5 -0.79487 0.08893 0.43206  0.262
N1 -0.69034 0.23114 1.68847  -0.170
O1 -1.33799 -0.86058 2.33758  -0.599
H1 1.88105 1.82667 -1.08974  0.211
H2 1.87109 1.15695 0.55908  0.215
H3 0.86591 2.55877 0.16520  0.223
H4 -0.48303 1.12320 -1.42694  0.212
H5 0.60679 -1.09907 -1.96933  0.213
H6 1.09217 -1.22275 -0.24848  0.203
H7 -1.27539 -2.05919 0.12195  0.233
H8 -1.82880 -0.94032 -1.17075  0.221
H9 -0.58995 -1.30390 2.76001  0.463

No. 6
C5H9NO | wB97M-V/def2-TZVPD

## Properties
Orbital gap: 8.61 eV
LUMO energy: 0.76 eV
Energy above the lowest of the compared OMol25 structures with the same formula, charge and spin: 114.3 kcal per mole
SMILES: CC[C@H](N)C#CO

Last column: natural (NBO) charge in e.
Positions of all 16 atoms, in Å:
C1 -1.28010 -1.47322 0.40479  -0.628
C2 -0.67958 -0.45631 -0.54371  -0.393
C3 -0.25402 1.12472 0.27276  -0.045
N1 -0.17393 2.29141 -0.48596  -0.816
C4 0.89795 0.37099 0.50205  -0.127
C5 2.10387 0.01714 0.62519  0.161
O1 2.83445 -0.99892 0.12967  -0.671
H1 -0.50386 -1.92705 1.01721  0.220
H2 -1.78678 -2.26531 -0.14970  0.217
H3 -2.01225 -1.01601 1.07311  0.204
H4 0.09099 -0.88431 -1.18692  0.223
H5 -1.43761 -0.02649 -1.20140  0.204
H6 -1.00841 1.17218 1.05755  0.210
H7 0.53470 2.30027 -1.20542  0.382
H8 -1.05310 2.68920 -0.78465  0.372
H9 3.72768 -0.91830 0.47543  0.487

No. 7
C5H9NO | wB97M-V/def2-TZVPD

## Properties
Orbital gap: 9.42 eV
LUMO energy: 0.42 eV
Energy above the lowest of the compared OMol25 structures with the same formula, charge and spin: 98.8 kcal per mole

Last column: natural (NBO) charge in e.
Positions of all 16 atoms, in Å:
C1 0.29695 -0.43409 -1.89563  -0.827
C2 0.73020 -1.19750 0.52720  0.317
O1 1.92402 -0.66168 0.55159  -0.642
C3 -0.38154 -0.25882 1.02995  -0.489
C4 -0.25398 1.27309 0.98901  -0.622
C5 -1.69507 -0.66766 0.50751  0.301
N1 -2.74632 -0.92959 0.10163  -0.315
H1 -0.75104 -0.16990 -2.04259  0.225
H2 0.73368 -0.87624 -2.78697  0.231
H3 0.87718 0.45062 -1.60858  0.195
H4 0.36157 -1.24714 -1.14141  0.218
H5 1.95577 0.30569 0.70422  0.454
H6 -0.36298 -0.58806 2.08079  0.283
H7 -1.02068 1.72564 1.62426  0.242
H8 -0.38131 1.66722 -0.02323  0.231
H9 0.71355 1.60842 1.38226  0.197

No. 8
C5H9NO | wB97M-V/def2-TZVPD

## Properties
Orbital gap: 9.89 eV
LUMO energy: 0.52 eV
Energy above the lowest of the compared OMol25 structures with the same formula, charge and spin: 68.1 kcal per mole
SMILES: C=C(C)C#N.CO

Last column: natural (NBO) charge in e.
Positions of all 16 atoms, in Å:
C1 -0.17182 -1.24336 0.44903  -0.277
C2 -1.30932 -0.60134 0.14607  -0.134
C3 -1.54326 0.68875 -0.61468  -0.642
C4 -2.47222 -1.44057 0.27092  0.256
N1 -3.31177 -2.22029 0.09593  -0.329
H1 -0.17797 -2.09308 1.12204  0.204
H2 0.77843 -0.98670 0.02178  0.207
H3 -2.49709 1.13399 -0.30791  0.224
H4 -0.74956 1.41997 -0.45667  0.250
H5 -1.61763 0.47672 -1.68531  0.227
C5 2.44981 0.72866 -0.07693  -0.256
O1 1.17003 0.94451 0.47039  -0.746
H6 2.89084 1.67250 -0.40725  0.177
H7 2.27837 0.11073 -0.96745  0.180
H8 3.16939 0.18342 0.55324  0.174
H9 1.11376 1.22608 1.38682  0.484

No. 9
C5H9NO | wB97M-V/def2-TZVPD

## Properties
Orbital gap: 11.23 eV
LUMO energy: 0.83 eV
Energy above the lowest of the compared OMol25 structures with the same formula, charge and spin: 35.8 kcal per mole
SMILES: COC[C@@H](C)C#N

Last column: natural (NBO) charge in e.
Positions of all 16 atoms, in Å:
C1 2.42504 0.46304 0.03474  -0.243
O1 1.13769 0.44695 0.59182  -0.546
C2 0.33505 -0.67189 0.31297  -0.039
C3 -1.09364 -0.12407 0.41072  -0.347
C4 -1.45690 0.74832 -0.79586  -0.592
C5 -2.08812 -1.18198 0.62346  0.289
N1 -2.88804 -1.99974 0.79634  -0.326
H1 2.73623 1.51048 0.01880  0.194
H2 2.42103 0.07604 -0.99407  0.167
H3 3.14435 -0.11279 0.63254  0.171
H4 0.49795 -1.48664 1.03484  0.183
H5 0.53421 -1.06940 -0.69576  0.172
H6 -1.08222 0.49853 1.31268  0.257
H7 -2.43349 1.22070 -0.66006  0.224
H8 -0.70077 1.52986 -0.90879  0.226
H9 -1.48839 0.15262 -1.71440  0.212

No. 10
C5H9NO | wB97M-V/def2-TZVPD

## Properties
Orbital gap: 8.64 eV
LUMO energy: 0.94 eV
Energy above the lowest of the compared OMol25 structures with the same formula, charge and spin: 95.7 kcal per mole
SMILES: CN(O)C1=CCC1

Last column: natural (NBO) charge in e.
Positions of all 16 atoms, in Å:
C1 -1.89202 1.02854 -0.34233  -0.417
N1 -1.09873 0.32886 0.65975  -0.164
O1 -0.97842 0.95978 1.90926  -0.560
C2 0.07387 -0.19771 0.16123  0.162
C3 0.28095 -0.74450 -1.03982  -0.305
C4 1.76472 -0.85752 -0.83117  -0.391
C5 1.48663 -0.44071 0.65554  -0.416
H1 -2.00021 0.35665 -1.20116  0.215
H2 -1.42380 1.94968 -0.72557  0.185
H3 -2.89120 1.23492 0.03746  0.210
H4 -1.10774 0.21419 2.51598  0.472
H5 -0.40778 -1.00692 -1.83180  0.202
H6 2.23431 -1.82897 -1.00692  0.191
H7 2.32199 -0.07700 -1.36187  0.197
H8 2.07136 0.38549 1.07521  0.209
H9 1.56609 -1.30477 1.32619  0.210